(1)
Computed, not measured: 4 unconnected molecules or ions with the total composition CH9O4, with the ωB97M-V functional and the def2-TZVPD basis.

Its energy above the lowest of the compared OMol25 structures with the same formula, charge and spin is 2.0 kcal per mole. The maximum force comes out at 1.37 eV/A. As for the LUMO energy: 4.3 eV. For the HOMO energy, the calculation gives -0.189 Ha. Its charge is -1. The multiplicity is 1.

Each line ends with the Mulliken charge.
Geometry (Å):
C: -0.68020 -2.35148 0.01698  -0.32
O: -0.91238 -1.63809 -1.23060  -0.58
H: -0.12882 -1.69141 0.67710  0.08
H: -1.63430 -2.62869 0.46553  0.18
H: -0.09615 -3.25331 -0.18019  0.16
H: 0.13676 1.99040 -0.54929  0.47
H: -0.79702 2.69199 -1.47484  0.27
O: -0.21255 2.92810 -0.72975  -0.74
H: 1.28921 1.14873 2.58794  0.26
H: 0.92713 0.47306 1.19569  0.46
O: 1.06361 0.30404 2.20023  -0.74
H: -0.45789 -0.77575 -0.99905  0.49
H: 1.22021 0.48546 -1.01408  0.22
O: 0.59568 0.44082 -0.28940  -1.21

***

(2)
Computed, not measured: a molecular structure, CHAs3F18NaO3Pt2, with the ωB97M-V functional and the def2-TZVPD basis.

The maximum force comes out at 4.19 eV/A. As for the LUMO energy (spin up / spin down): -2.7 / -4.2 eV. For the HOMO energy (spin up / spin down), the calculation gives -0.340 / -0.428 Ha. The multiplicity is 6.

Each line ends with the Mulliken spin population.
Geometry (Å):
Na: 1.55890 -4.02788 0.42864  -0.01
Pt: -0.17304 1.56489 -0.60793  1.72
Pt: -1.67353 -2.38309 2.39407  3.09
As: 0.89887 1.37849 -3.66943  0.01
F: 1.07923 3.13654 -3.71720  0.00
F: 1.65072 1.29511 -2.05828  0.03
F: 0.71538 -0.42509 -3.50430  0.00
F: 0.05241 1.41520 -5.23648  0.00
F: 2.58865 1.21236 -4.34578  0.00
F: -0.64989 1.54338 -2.74293  0.05
As: 2.21449 -0.43570 2.18854  0.01
F: 3.97391 0.03174 2.07843  0.00
F: 2.60385 -1.85805 1.11822  0.00
F: 0.42241 -0.92480 2.24938  -0.04
F: 1.88938 1.08353 3.17636  0.00
F: 1.90481 0.52648 0.64649  0.02
F: 2.57934 -1.35814 3.67776  0.00
As: -3.13762 1.13981 1.68890  0.06
F: -4.53603 0.37549 0.86869  0.01
F: -3.68450 2.78232 1.43128  0.00
F: -1.68238 1.75310 2.45595  0.01
F: -2.45097 -0.47478 1.97446  -0.11
F: -2.21127 1.24429 0.10510  0.04
F: -3.93182 0.96558 3.28921  0.00
O: 0.63658 -2.65655 -1.14459  0.00
C: -0.24649 -1.86629 -0.47708  0.09
O: -0.31774 -0.67137 -0.87051  0.07
O: -1.06562 -2.37002 0.34735  -0.07
H: 0.99196 -1.99656 -1.74435  0.00

***

(3)
Computed, not measured: a molecular structure, CHAuF3NO5S2, with the ωB97M-V functional and the def2-TZVPD basis.

Its energy above the lowest of the compared OMol25 structures with the same formula, charge and spin is 19.4 kcal per mole. The maximum force comes out at 11.46 eV/A. As for the LUMO energy (spin up / spin down): -2.4 / -4.3 eV. For the HOMO energy (spin up / spin down), the calculation gives -0.382 / -0.378 Ha. The multiplicity is 3.

Each line ends with the Mulliken spin population.
Geometry (Å):
O: 0.64405 1.96400 0.95533  0.45
Au: 1.53055 1.81931 -0.62276  0.85
H: 1.07338 -1.24060 -1.21382  0.00
N: 0.46219 -0.49479 0.99904  0.00
S: 1.65727 -0.95168 0.07779  0.00
O: 2.53972 0.21927 -0.36587  0.21
O: 2.42058 -2.03971 0.70495  0.03
S: -0.46114 0.85437 0.49625  -0.02
O: -0.11555 1.18371 -1.12479  0.39
O: -1.51547 1.30807 1.46445  0.06
C: -1.78450 -0.40726 -0.20233  0.01
F: -1.31344 -1.26720 -1.13212  0.00
F: -2.32653 -1.18830 0.75183  0.00
F: -2.81111 0.24081 -0.78796  0.00

***

(4)
Computed, not measured: a molecular structure, CHBr2FO, with the ωB97M-V functional and the def2-TZVPD basis.

Its energy above the lowest of the compared OMol25 structures with the same formula, charge and spin is 65.7 kcal per mole. The maximum force comes out at 4.36 eV/A. As for the LUMO energy: -0.3 eV. For the HOMO energy, the calculation gives -0.377 Ha. The multiplicity is 1.

Each line ends with the Mulliken charge.
Geometry (Å):
C: -0.50346 0.10674 -0.26794  0.35
O: 1.12973 -0.53278 0.71388  -0.59
F: -0.25192 0.09210 -1.56289  -0.11
Br: -0.61783 1.80158 0.44081  0.04
Br: -1.67933 -1.11488 0.48075  0.04
H: 1.92282 -0.35276 0.19538  0.27

***

(5)
Computed, not measured: 2 unconnected molecules or ions with the total composition CHBr2FS, with the ωB97M-V functional and the def2-TZVPD basis.

Its energy above the lowest of the compared OMol25 structures with the same formula, charge and spin is 10.1 kcal per mole. The maximum force comes out at 2.52 eV/A. As for the LUMO energy (spin up / spin down): -0.7 / -0.7 eV. For the HOMO energy (spin up / spin down), the calculation gives -0.367 / -0.367 Ha. The multiplicity is 1.

Each line ends with the Mulliken charge.
Geometry (Å):
F: -1.25527 0.47457 1.50904  -0.13
C: -1.24588 0.29375 0.20340  0.36
S: -0.85577 -1.13098 -0.43573  -0.18
Br: -1.56590 2.05607 -0.60350  -0.06
Br: 2.63273 -0.10280 -0.47169  -0.20
H: 2.29010 -1.59060 -0.20152  0.20

***

(6)
Computed, not measured: a molecular structure, CHBr2IO2S, with the ωB97M-V functional and the def2-TZVPD basis.

Its energy above the lowest of the compared OMol25 structures with the same formula, charge and spin is 59.1 kcal per mole. The maximum force comes out at 3.11 eV/A. As for the LUMO energy (spin up / spin down): -2.6 / -2.7 eV. For the HOMO energy (spin up / spin down), the calculation gives -0.367 / -0.363 Ha. The multiplicity is 1.

Each line ends with the Mulliken charge.
Geometry (Å):
C: -1.07935 0.30895 -0.17694  -0.27
O: 0.83262 1.17391 1.25640  -0.50
O: 0.73680 2.10338 -0.95523  -0.51
S: 0.61498 0.99549 -0.10889  0.80
Br: -1.45419 -0.74864 1.20743  0.21
Br: -0.05877 -3.01776 1.06820  -0.22
I: 1.91512 -0.76982 -1.04922  0.14
H: -1.50722 -0.04550 -1.24175  0.36

***

(7)
Computed, not measured: a molecular structure, CHBr2NO2, with the ωB97M-V functional and the def2-TZVPD basis.

Its energy above the lowest of the compared OMol25 structures with the same formula, charge and spin is 43.8 kcal per mole. The maximum force comes out at 1.68 eV/A. As for the LUMO energy (spin up / spin down): -1.2 / -0.8 eV. For the HOMO energy (spin up / spin down), the calculation gives -0.317 / -0.365 Ha. The multiplicity is 1.

Each line ends with the Mulliken charge.
Geometry (Å):
C: 0.00753 -0.70701 0.95510  -0.35
N: -0.28412 0.77847 -1.27261  0.81
O: 0.06014 1.81703 -0.82373  -0.39
O: -0.69082 0.35114 -2.29721  -0.46
Br: 0.58885 0.84870 1.76372  0.02
Br: 1.26101 -1.98328 0.40531  -0.02
H: -0.94258 -1.10504 1.26942  0.40

***

(8)
Computed, not measured: a molecular structure, CHBr2NO2, with the ωB97M-V functional and the def2-TZVPD basis.

Its energy above the lowest of the compared OMol25 structures with the same formula, charge and spin is 45.2 kcal per mole. The maximum force comes out at 2.23 eV/A. As for the LUMO energy (spin up / spin down): -0.8 / -1.0 eV. For the HOMO energy (spin up / spin down), the calculation gives -0.361 / -0.321 Ha. The multiplicity is 1.

Each line ends with the Mulliken charge.
Geometry (Å):
C: -0.70794 0.20625 0.89602  -0.32
N: 1.02947 0.02893 -1.15443  0.84
O: 1.09527 0.94423 -1.89191  -0.46
O: 1.52490 -1.02180 -0.97370  -0.41
Br: -0.10551 -1.52188 1.26585  0.00
Br: -2.45181 0.40990 0.25506  -0.02
H: -0.38438 0.95436 1.60311  0.37

***

(9)
Computed, not measured: a molecular structure, CHBr2O2S, with the ωB97M-V functional and the def2-TZVPD basis.

Its energy above the lowest of the compared OMol25 structures with the same formula, charge and spin is 51.3 kcal per mole. The maximum force comes out at 2.21 eV/A. As for the LUMO energy: 3.3 eV. For the HOMO energy, the calculation gives -0.158 Ha. Its charge is -1. The multiplicity is 1.

Each line ends with the Mulliken charge.
Geometry (Å):
C: 2.05865 0.11442 -0.61641  -0.30
O: -2.04942 -0.29367 1.60058  -0.46
O: -2.21377 0.89006 -0.50011  -0.47
S: -1.48828 -0.11606 0.27628  0.67
Br: 0.80622 1.27149 0.56412  -0.19
Br: 1.61694 -1.83050 0.14082  -0.35
H: 1.26966 -0.03573 -1.46528  0.11

***

(10)
Computed, not measured: a molecular structure, CHBr3, with the ωB97M-V functional and the def2-TZVPD basis.

Its energy above the lowest of the compared OMol25 structures with the same formula, charge and spin is 1.7 kcal per mole. The maximum force comes out at 0.93 eV/A. As for the LUMO energy: -0.3 eV. For the HOMO energy, the calculation gives -0.383 Ha. The multiplicity is 1.

Each line ends with the Mulliken charge.
Geometry (Å):
C: 0.06503 0.07702 0.05916  -0.30
Br: -1.06740 0.96143 -1.24390  -0.01
Br: 1.59227 -0.78206 -0.80207  0.00
Br: -0.97867 -1.10777 1.25081  -0.02
H: 0.38878 0.85138 0.73601  0.32